(1)
Formula: C12H16N2O
Source: the Open Molecules 2025 dataset
Level of theory: ωB97M-V/def2-TZVPD

XYZ file:
```
31
Properties=species:S:1:pos:R:3:forces:R:3
C -0.66921 3.51025 1.32029 -0.07 -0.46 -0.35
C 0.92239 3.36443 1.49095 -0.94 -0.10 -1.54
C 1.38069 2.10251 0.83266 2.44 0.19 -2.11
C 2.01337 2.01323 -0.44410 -2.48 0.76 2.18
N 2.27330 0.71754 -0.62796 0.69 -3.21 -1.87
C 2.03191 0.04943 0.56339 -0.79 1.74 -1.85
N 1.49686 0.90290 1.42936 -0.09 -2.14 0.74
H -1.09268 4.52585 1.19273 1.00 -0.12 -1.02
H -1.11222 3.41273 2.25994 -0.84 -1.32 1.77
H -1.17680 2.76867 0.57713 1.23 1.38 1.29
H 1.22351 4.12187 0.73362 0.75 0.04 1.27
H 1.41892 3.36164 2.52270 -1.25 0.77 -1.37
H 2.27550 2.79326 -1.09211 0.06 0.68 -1.04
H 2.24471 0.14021 -1.56853 0.56 2.02 2.62
H 2.20645 -1.00538 0.43998 -0.34 -0.29 1.28
C -1.99594 -2.04681 1.54323 -1.27 -4.24 0.01
C -1.40237 -2.03894 0.21093 -0.57 0.37 -0.78
C -1.08490 -3.24237 -0.40147 0.12 -0.08 2.22
C -0.39957 -3.29915 -1.57181 0.63 1.07 -1.59
C -0.29814 -2.03436 -2.14948 1.74 -0.30 -3.35
O 0.25702 -2.08256 -3.54458 -3.23 1.39 1.84
C -0.67697 -0.78170 -1.60449 0.64 -0.19 -3.24
C -1.18166 -0.75660 -0.36307 -0.17 -1.22 2.02
H -2.34094 -3.01579 2.07405 2.51 0.46 -0.61
H -2.99868 -1.87270 1.55849 -2.90 2.62 -0.55
H -1.38095 -1.40295 2.00020 1.43 2.23 3.23
H -1.21406 -4.05317 0.29883 -0.10 -0.65 -0.47
H 0.07287 -4.17510 -2.09218 -0.89 0.91 0.76
H 1.15616 -2.30187 -3.56277 2.00 -0.54 0.41
H -0.68451 0.13862 -2.23952 0.58 -0.98 0.54
H -1.26406 0.18630 0.21361 -0.43 -0.78 -0.45
```
Positions in Å, forces in eV/Å.

Computed properties:
- strongest force on any atom (hartree/bohr) = 0.08605
- energy above the lowest of the compared OMol25 structures with the same formula, charge and spin (kJ/mol) = 439.0
- HOMO energy (eV) = -8.3
- orbital gap (eV) = 8.84
- total energy (eV) = -17727.57529

Mulliken atomic charge list, values in e, 5 entries: atom 1 (C): -0.982, atom 2 (C): -0.308, atom 3 (C): 0.568, atom 4 (C): -0.712, atom 5 (N): -0.112

=====

(2)
Formula: C12H16N2O
Source: the Open Molecules 2025 dataset
Level of theory: ωB97M-V/def2-TZVPD

XYZ file:
```
31
Properties=species:S:1:pos:R:3:forces:R:3
C 2.39553 -1.56325 -1.26877 0.67 1.83 0.26
C 1.16762 -0.66389 -1.46787 0.15 0.23 0.24
C 0.01592 -1.40166 -0.80607 2.37 1.24 -0.06
C 0.16262 -2.28581 0.25416 -3.98 -0.23 -2.67
N -0.97179 -3.09569 0.09835 -0.75 0.89 -2.01
C -1.64402 -2.66686 -1.06990 0.89 1.51 2.01
N -1.10761 -1.52023 -1.55357 -0.59 -3.81 0.88
H 2.23060 -2.58835 -1.44553 -0.96 -1.30 0.35
H 2.70105 -1.34564 -0.25603 0.85 -0.58 0.27
H 3.18069 -1.41680 -2.00317 0.44 0.97 0.16
H 1.28885 0.43386 -1.11572 0.02 -1.85 -0.74
H 1.02597 -0.77232 -2.54285 -0.73 0.92 -0.01
H 0.65619 -2.41976 1.13935 1.92 0.11 1.58
H -1.32998 -3.77322 0.75396 0.14 -0.04 -0.24
H -2.51995 -3.16908 -1.41954 -0.35 -0.06 -0.09
C -0.29412 3.58350 -0.86962 0.18 -0.77 -1.42
C -0.54360 2.46351 0.09481 2.96 0.26 1.72
C -1.41900 1.42994 0.08557 -0.59 -0.90 0.68
C -1.48533 0.40261 1.06007 -0.54 0.68 1.81
C -0.65504 0.55911 2.18856 1.54 -0.33 -1.85
O -0.40589 -0.26912 3.20139 -0.58 -1.12 1.42
C 0.40921 1.41857 2.11484 2.55 3.44 -0.89
C 0.44678 2.35088 1.10341 -0.57 0.89 -0.51
H -0.03717 3.25707 -1.87996 0.18 -0.70 -0.05
H 0.56598 4.20246 -0.61991 -0.34 0.12 0.51
H -1.14756 4.15788 -1.11754 -1.02 1.00 0.40
H -2.03214 1.43572 -0.74438 -1.71 -0.61 -1.52
H -2.25609 -0.41251 1.12621 0.78 0.95 -0.67
H -1.00995 -0.98522 3.17869 -1.00 -1.24 0.21
H 1.36440 1.56586 2.72645 -1.99 -1.23 -0.01
H 1.24786 3.08842 1.05463 0.04 -0.29 0.24
```
Positions in Å, forces in eV/Å.

Computed properties:
- strongest force on any atom (hartree/bohr) = 0.09333
- energy above the lowest of the compared OMol25 structures with the same formula, charge and spin (kJ/mol) = 320.5
- HOMO energy (eV) = -8.0
- orbital gap (eV) = 8.46
- total energy (eV) = -17728.80383

Mulliken atomic charge list, values in e, 5 entries: atom 1 (C): -1.415, atom 2 (C): 0.046, atom 3 (C): 1.047, atom 4 (C): -0.923, atom 5 (N): -0.075

=====

(3)
Formula: C12H16N2O
Source: the Open Molecules 2025 dataset
Level of theory: ωB97M-V/def2-TZVPD

XYZ file:
```
31
Properties=species:S:1:pos:R:3:forces:R:3
C 2.65663 -0.77230 -0.72048 0.49 1.08 0.59
C 2.03971 0.51348 -1.29947 -0.42 -1.92 -0.72
C 1.82542 1.65490 -0.40514 0.33 1.58 0.52
C 1.62852 2.96795 -0.76234 0.30 -0.22 -0.76
N 1.47764 3.69364 0.38661 -0.33 -1.21 0.91
C 1.51773 2.76755 1.40172 0.65 0.72 0.17
N 1.77992 1.56308 0.97856 -0.32 -0.14 -0.46
H 2.57461 -1.47502 -1.53596 -0.06 -0.75 0.31
H 2.14969 -1.01488 0.20645 -0.43 -0.60 -0.18
H 3.70305 -0.70466 -0.39753 -0.02 0.31 -0.43
H 2.57611 0.69464 -2.23895 -0.13 0.72 0.28
H 1.04348 0.13779 -1.61091 0.30 0.40 -0.11
H 1.64540 3.42129 -1.74129 -0.07 0.03 0.10
H 1.23997 4.65863 0.51682 0.03 0.09 -0.25
H 1.49758 3.07371 2.43805 -0.20 -0.07 -0.06
C -0.45967 -2.39219 2.00306 2.88 -0.43 1.10
C -1.31498 -1.72766 0.98954 -0.43 0.78 0.68
C -2.64053 -2.10507 0.86275 -0.90 -0.49 -0.72
C -3.47992 -1.63839 -0.16510 1.69 -0.22 0.12
C -2.90575 -0.73868 -1.05711 -0.98 0.59 1.16
O -3.79545 -0.04225 -1.84587 0.32 -0.89 -0.37
C -1.59993 -0.26870 -0.87843 -0.91 0.15 -1.01
C -0.83934 -0.66574 0.18895 -0.38 -0.50 0.41
H -0.62562 -2.46807 3.08696 -1.26 0.43 -0.31
H 0.53982 -1.92394 2.04516 -0.27 0.30 -0.36
H -0.13673 -3.42048 1.77475 -0.64 0.08 -0.51
H -3.07794 -2.77866 1.59912 0.27 -0.13 -0.21
H -4.46781 -2.02716 -0.33493 -0.32 0.24 0.24
H -3.26987 0.58891 -2.32400 0.10 0.59 -0.56
H -1.25163 0.43224 -1.63988 0.11 0.29 0.52
H -0.03012 -0.00395 0.47889 0.59 -0.79 -0.09
```
Positions in Å, forces in eV/Å.

Computed properties:
- strongest force on any atom (hartree/bohr) = 0.06046
- energy above the lowest of the compared OMol25 structures with the same formula, charge and spin (kJ/mol) = 173.6
- HOMO energy (eV) = -8.1
- orbital gap (eV) = 8.75
- total energy (eV) = -17730.32573

Mulliken atomic charge list, values in e, 5 entries: atom 1 (C): -1.055, atom 2 (C): -0.084, atom 3 (C): 0.734, atom 4 (C): -0.891, atom 5 (N): -0.063

=====

(4)
Formula: C12H16N2O
Source: the Open Molecules 2025 dataset
Level of theory: ωB97M-V/def2-TZVPD

XYZ file:
```
31
Properties=species:S:1:pos:R:3:forces:R:3
C -0.26897 -3.10485 1.51011 0.14 -1.03 -0.62
C -0.12134 -2.28998 0.26712 0.46 0.13 0.36
C -0.78396 -2.43684 -0.90477 -0.08 -0.27 0.00
N -0.27768 -1.55665 -1.84994 0.11 -0.19 -0.40
C 0.79373 -0.90308 -1.30324 0.22 0.27 0.41
C 1.72970 -0.05619 -1.89085 -0.21 0.05 -0.17
C 2.66504 0.52530 -1.06497 -0.33 0.22 -0.25
C 2.62071 0.31240 0.31543 0.91 -0.78 0.59
C 1.86856 -0.71079 0.86960 -0.48 0.61 -0.35
C 0.88961 -1.27986 0.04823 -0.04 -0.58 -0.04
H 0.35112 -4.01013 1.45250 0.37 0.31 -0.04
H -1.25181 -3.56517 1.56624 -0.38 0.50 0.39
H 0.03632 -2.58470 2.40762 -0.32 0.20 0.23
H -1.53763 -3.18173 -1.11953 -0.09 0.30 -0.24
H -0.38020 -1.61539 -2.84767 -0.32 -0.18 0.06
H 1.70312 0.14517 -2.95355 0.10 -0.01 -0.05
H 3.44821 1.13282 -1.50199 -0.17 0.23 0.14
H 3.29860 0.86324 0.95165 0.23 -0.07 0.00
H 1.98203 -1.02830 1.90132 -0.07 0.26 -0.04
C 0.19134 2.83741 0.92500 -0.16 1.43 0.05
C -0.78839 1.74219 1.32785 -0.24 0.10 -0.66
C -2.10752 1.93691 0.60365 -0.05 -0.34 0.11
N -2.50695 0.87027 -0.14343 -0.14 -0.55 -0.50
O -2.76490 2.95348 0.68638 -0.01 0.17 -0.05
H 0.07917 3.69974 1.58595 0.37 -0.26 0.48
H -0.00195 3.38110 -0.00954 -0.25 -0.90 -0.32
H 1.21561 2.49402 0.88955 0.18 -0.02 0.23
H -0.37824 0.76903 1.07848 0.02 -0.13 0.11
H -0.99802 1.77850 2.39505 0.08 -0.03 0.08
H -3.30528 0.92949 -0.75719 -0.03 0.34 0.28
H -1.96113 0.02903 -0.25429 0.20 0.23 0.22
```
Positions in Å, forces in eV/Å.

Computed properties:
- strongest force on any atom (hartree/bohr) = 0.02792
- energy above the lowest of the compared OMol25 structures with the same formula, charge and spin (kJ/mol) = 20.8
- HOMO energy (eV) = -8.3
- orbital gap (eV) = 8.93
- total energy (eV) = -17731.90979

Mulliken atomic charge list, values in e, 5 entries: atom 1 (C): -1.472, atom 2 (C): 0.874, atom 3 (C): -1.131, atom 4 (N): -0.038, atom 5 (C): -0.038

=====

(5)
Formula: C12H16N2O2
Source: the Open Molecules 2025 dataset
Level of theory: ωB97M-V/def2-TZVPD

XYZ file:
```
32
Properties=species:S:1:pos:R:3:forces:R:3
C -1.33078 3.35694 3.50090 0.62 0.55 -1.28
C -0.97163 2.18305 2.63406 -0.24 -1.03 -1.63
C -1.72712 1.80775 1.47630 1.57 -0.48 0.41
C -1.32561 0.71109 0.66835 -0.58 0.87 0.91
C -0.23228 -0.05887 0.98826 1.20 -0.63 0.57
N 0.18825 -1.11810 0.17427 -0.84 1.16 -0.62
C -0.51612 -1.54688 -1.04618 -0.35 1.06 1.27
C 0.13035 -2.86010 -1.42168 0.63 -0.08 -0.96
C 0.89949 -2.70565 -2.72736 2.27 -0.22 0.78
C -0.86295 -3.99740 -1.57641 -0.21 -0.41 -0.15
O -1.96829 -3.63587 -2.39298 0.44 -0.66 -0.98
C 1.06361 -3.03428 -0.26582 -0.02 1.45 2.57
O 1.84013 -4.10338 0.00691 -0.04 -0.13 -0.98
N 1.04613 -2.06750 0.60633 0.47 -1.67 -0.97
C 0.51759 0.28928 2.13300 0.30 0.69 -0.21
C 0.19608 1.42032 2.87958 -0.40 -0.17 0.56
H -0.61120 4.18169 3.27410 -0.61 -0.39 0.33
H -1.25366 3.11349 4.54134 -0.05 -0.08 0.61
H -2.33623 3.69183 3.25250 0.00 0.14 0.20
H -2.55880 2.37879 1.08116 -0.14 0.13 0.51
H -1.91502 0.42127 -0.17136 -0.41 0.15 -0.54
H -1.55660 -1.69742 -0.77722 -0.53 0.03 -0.06
H -0.46589 -0.74127 -1.78887 0.01 -0.38 -0.11
H 1.37678 -3.67916 -2.96851 0.02 0.69 0.06
H 0.28554 -2.44603 -3.54132 -1.04 0.33 -0.91
H 1.68322 -1.89760 -2.61950 -0.69 -0.94 -0.16
H -0.32784 -4.88923 -2.00084 -0.77 0.85 0.01
H -1.24319 -4.30795 -0.62550 -0.13 -0.20 0.91
H -2.51053 -2.93081 -2.03358 0.23 -0.02 0.43
H 2.45793 -3.77339 0.66907 0.11 -0.24 0.25
H 1.44054 -0.23983 2.34393 -0.22 -0.09 0.04
H 0.84799 1.69712 3.74492 -0.62 -0.28 -0.82
```
Positions in Å, forces in eV/Å.

Computed properties:
- strongest force on any atom (hartree/bohr) = 0.05736
- energy above the lowest of the compared OMol25 structures with the same formula, charge and spin (kJ/mol) = 199.9
- HOMO energy (eV) = -7.1
- orbital gap (eV) = 7.70
- total energy (eV) = -19777.42126

Mulliken atomic charge list, values in e, 5 entries: atom 1 (C): -1.321, atom 2 (C): 0.656, atom 3 (C): -0.991, atom 4 (C): -0.247, atom 5 (C): 0.738

=====

(6)
Formula: C12H16N2O4
Source: the Open Molecules 2025 dataset
Level of theory: ωB97M-V/def2-TZVPD

XYZ file:
```
34
Properties=species:S:1:pos:R:3:forces:R:3
C -0.67029 -0.40745 -1.84111 -0.65 -2.71 -2.96
C -0.85005 0.21743 -0.52530 -3.33 1.48 0.56
C 0.67101 0.00921 -2.42912 -0.95 4.26 2.75
C 1.93841 -0.31287 -1.71707 0.56 -3.83 -0.35
C 2.71219 0.60341 -1.06496 1.79 0.83 0.68
C 2.38287 -1.69993 -1.70735 -0.16 2.52 0.38
C 3.90521 0.27580 -0.45143 -0.26 -2.07 -0.57
C 3.69298 -2.03658 -1.11037 -7.07 1.03 -2.99
C 4.35210 -1.08565 -0.50841 3.71 2.86 2.17
C -2.44095 0.49176 1.29574 0.50 1.50 1.96
C -1.65323 1.39816 2.22244 -1.16 2.14 3.04
C -2.24611 -0.90100 1.81467 2.12 -1.16 -0.74
H -1.76880 -0.36306 -3.78952 0.89 -0.63 1.78
H -2.09777 0.83486 -2.89875 0.21 1.54 0.81
H -0.76183 -1.56127 -1.79148 0.34 1.63 0.61
H 0.71552 -0.25940 -3.42710 0.00 -0.39 -2.03
H 0.44096 1.19700 -2.28858 1.33 -2.33 -1.14
H 2.53275 1.65459 -0.98700 -0.95 0.45 -0.30
H 1.57894 -2.37395 -2.11541 1.57 0.05 0.38
H 4.39828 1.06780 0.07015 0.65 0.00 0.22
H 3.76877 -3.03460 -1.05262 1.55 -3.41 0.25
H 5.33591 -1.43967 -0.09892 -0.91 0.97 0.05
H -2.84338 0.77630 -0.79446 1.09 -1.05 1.61
H -3.49419 0.70777 1.33991 -0.30 0.30 0.69
H -2.64934 -1.37202 0.95211 0.08 -1.68 -0.58
H -1.06016 -1.17523 1.94184 -2.81 0.56 -0.16
H -2.71901 -0.80831 3.64167 -0.30 0.07 0.24
H 0.07353 1.13229 1.27911 -1.09 0.70 0.95
N -1.76667 -0.08758 -2.77620 -1.02 -0.87 -1.27
N -2.13563 0.53114 -0.04669 1.49 -0.15 -5.38
O 0.11540 0.60506 0.08137 2.15 -1.37 -0.49
O -2.31406 1.84607 3.19836 1.93 -1.06 -2.28
O -3.07310 -1.23353 2.85222 0.22 -0.18 1.25
O -0.34061 1.60718 2.10715 -1.20 -0.02 0.84
```
Positions in Å, forces in eV/Å.

Computed properties:
- strongest force on any atom (hartree/bohr) = 0.15059
- energy above the lowest of the compared OMol25 structures with the same formula, charge and spin (kJ/mol) = 416.4
- HOMO energy (eV) = -9.1
- orbital gap (eV) = 9.34
- total energy (eV) = -23870.91274

Mulliken atomic charge list, values in e, 5 entries: atom 1 (C): 0.869, atom 2 (C): 0.159, atom 3 (C): -1.367, atom 4 (C): 0.605, atom 5 (C): -0.182